1.
{"formula": "C5H6Cl2O", "method": "the ωB97M-V functional and the def2-TZVPD basis", "symbols": ["C", "C", "C", "C", "C", "O", "Cl", "Cl", "H", "H", "H", "H", "H", "H"], "coordinates": [[0.9249, -0.1080, -1.3740], [-0.3895, -0.2528, -0.8095], [1.1935, 0.5946, -0.1217], [-1.5096, 0.7096, -0.4397], [2.0005, -0.2292, 0.7906], [1.5975, -0.6366, -2.1981], [-0.8573, -1.9605, -0.5059], [0.8888, 2.2872, 0.2286], [-1.2249, 1.6368, -0.9736], [-1.6224, 0.7740, 0.7063], [-2.3710, 0.2239, -0.7509], [2.5829, -1.1976, 0.4208], [1.3323, -0.7587, 1.5303], [2.7903, 0.3917, 1.3653]], "multiplicity": 1, "relative_energy_ev": 2.746, "homo_energy_ev": -9.0, "total_charge": 0, "energy_ha": -1189.62629}



2.
{"formula": "C5H6Cl2P2", "method": "the ωB97M-V functional and the def2-TZVPD basis", "symbols": ["P", "C", "C", "C", "C", "C", "Cl", "P", "Cl", "H", "H", "H", "H", "H", "H"], "coordinates": [[-2.1322, -0.2559, -2.2366], [-1.4292, 0.0086, -0.7394], [-0.7615, 0.5988, 0.2547], [-0.1293, 0.1148, 1.5559], [0.4672, -1.2925, 1.1758], [0.9989, -1.6156, -0.0354], [1.9526, -2.7824, -0.8452], [-0.4251, 2.4707, -0.1306], [-0.0679, 2.6335, -1.9733], [-0.7472, -0.5466, -2.5600], [0.6821, 0.8378, 1.7508], [-0.7777, 0.2767, 2.4153], [0.8638, -1.7121, 2.1107], [0.5743, -0.9917, -0.8572], [0.9311, 2.2558, 0.1144]], "multiplicity": 1, "smiles": "P=C=C(C/C=C/Cl)PCl", "relative_energy_ev": 0.000, "homo_energy_ev": -8.8, "total_charge": 0, "energy_ha": -1797.05788}



3.
{"formula": "C5H6Cl3N3O2", "method": "the ωB97M-V functional and the def2-TZVPD basis", "symbols": ["C", "C", "C", "C", "C", "N", "N", "N", "O", "O", "Cl", "Cl", "Cl", "H", "H", "H", "H", "H", "H"], "coordinates": [[0.7272, -0.9861, -0.4432], [-0.6645, -1.4883, -0.1155], [-1.1395, -0.7461, 1.1679], [0.9557, 0.3583, -0.9672], [-0.2970, 1.4914, 0.7134], [1.6508, -1.6536, 0.0852], [-0.4415, 0.4748, 1.5514], [0.2862, 0.8229, -2.1144], [-0.8905, 0.5103, -2.2546], [0.8850, 1.6322, -2.7941], [2.5386, 1.0112, -0.7390], [0.7519, 2.8127, 1.0985], [-1.7722, 1.9445, -0.1270], [-1.4616, -1.3388, -0.9669], [-0.5877, -2.4806, 0.0825], [-2.1351, -0.3374, 1.1734], [-0.9808, -1.2139, 2.0911], [2.6220, -1.4669, 0.1008], [-0.0471, 0.6533, 2.4577]], "multiplicity": 1, "relative_energy_ev": 3.318, "homo_energy_ev": [-8.7, -8.7], "total_charge": 0, "energy_ha": -1889.23935}



4.
{"formula": "C5H6Cl4N2OP", "method": "the ωB97M-V functional and the def2-TZVPD basis", "symbols": ["O", "P", "C", "C", "C", "N", "N", "C", "H", "H", "H", "H", "H", "H", "C", "Cl", "Cl", "Cl", "Cl"], "coordinates": [[1.1918, -0.9693, 0.2265], [-0.1181, -0.3280, 0.4495], [0.0354, 1.4170, -0.1141], [0.4129, 1.6300, -1.4229], [0.5884, 2.9550, -1.8062], [0.3753, 3.9006, -0.9022], [-0.0111, 3.7498, 0.3421], [-0.1806, 2.5064, 0.7391], [-0.4959, -0.2992, 1.8043], [-1.1170, -0.9125, -0.3491], [0.5920, 0.8186, -2.1106], [0.9056, 3.2429, -2.7942], [0.5243, 4.8639, -1.1844], [-0.4772, 2.3647, 1.7650], [-0.4414, -5.0026, 1.0721], [-0.8082, -3.2564, 1.1181], [-1.1494, -5.6938, -0.3850], [1.3038, -5.2178, 1.0543], [-1.1305, -5.7693, 2.4976]], "multiplicity": 1, "relative_energy_ev": 0.000, "homo_energy_ev": -13.3, "total_charge": 1, "energy_ha": -2560.68740}



5.
{"formula": "C5H6ClN", "method": "the ωB97M-V functional and the def2-TZVPD basis", "symbols": ["Cl", "C", "C", "C", "C", "C", "N", "H", "H", "H", "H", "H", "H"], "coordinates": [[2.7754, -0.3921, -1.2316], [1.8153, 0.4043, -0.0269], [0.4907, -0.0677, 0.0202], [-0.2919, -0.5888, 1.0720], [-1.6354, -0.4984, 0.7787], [-1.6893, -0.0123, -0.5024], [-0.3847, 0.3132, -0.9190], [2.4478, 0.2344, 0.7944], [1.3290, 1.4929, -0.4631], [0.0024, -0.5818, 2.0949], [-2.4519, -0.9086, 1.3498], [-2.6913, 0.2153, -1.0686], [0.2838, 0.3896, -1.8984]], "multiplicity": 1, "smiles": "ClCc1ccc[nH]1", "relative_energy_ev": 2.663, "homo_energy_ev": -8.2, "total_charge": 0, "energy_ha": -708.96633}



6.
{"formula": "C5H6ClN3O2", "method": "the ωB97M-V functional and the def2-TZVPD basis", "symbols": ["N", "C", "C", "C", "N", "C", "O", "N", "H", "H", "H", "H", "H", "O", "C", "Cl", "H"], "coordinates": [[1.8953, -2.3310, 0.7893], [0.9627, -1.3596, 0.7377], [-0.3857, -1.5201, 1.0876], [-1.2122, -0.4674, 0.7416], [-0.7579, 0.7195, 0.3595], [0.5717, 0.7686, 0.4117], [1.0356, 1.9780, 0.4261], [1.4495, -0.1420, 0.4601], [1.5975, -3.1873, 0.4019], [2.8291, -2.0062, 0.5120], [-0.9149, -2.5258, 1.3314], [-2.2357, -0.5947, 0.6713], [0.3638, 2.5816, 0.4257], [-1.3429, 3.1426, -1.4228], [-1.4378, 2.0725, -1.9449], [-0.0776, 1.3704, -2.7212], [-2.3404, 1.5010, -2.2671]], "multiplicity": 1, "smiles": "Nc1ccnc(O)n1.O=CCl", "relative_energy_ev": 0.000, "homo_energy_ev": -9.0, "total_charge": 0, "energy_ha": -969.07145}



7.
{"formula": "C5H6EuO2", "method": "the ωB97M-V functional and the def2-TZVPD basis", "symbols": ["C", "C", "C", "C", "O", "Eu", "H", "H", "H", "H", "C", "O", "H", "H"], "coordinates": [[-1.9209, -1.9596, 0.1449], [-1.2975, -0.8712, 0.1342], [-0.1121, -0.0314, -0.1176], [0.8290, -0.0003, 1.0554], [2.0354, 0.0777, 0.9545], [4.2432, -0.3256, -0.8359], [-2.1251, -3.0116, 0.0115], [-0.4454, 1.0105, -0.2761], [0.4231, -0.3418, -1.0250], [0.3615, -0.0178, 2.0602], [-3.3195, -0.4736, 0.6748], [-4.1812, 0.1833, -0.1254], [-3.4603, -0.1143, 1.7124], [-3.9383, 0.0496, -1.0503]], "multiplicity": 7, "relative_energy_ev": 1.543, "homo_energy_ev": [-9.5, -9.5], "total_charge": 1, "energy_ha": -1054.27834}



8.
{"formula": "C5H6EuO4", "method": "the ωB97M-V functional and the def2-TZVPD basis", "symbols": ["O", "C", "O", "O", "C", "C", "O", "C", "C", "Eu", "H", "H", "H", "H", "H", "H"], "coordinates": [[2.5582, 0.3996, -0.4247], [3.1018, 2.0342, 0.6095], [1.9834, 2.4664, 0.4835], [-1.7004, 1.5234, -0.5980], [-2.2728, 0.3533, -0.1107], [-1.4753, -0.8849, -0.5219], [-0.1043, -0.5662, -0.2965], [0.9005, -1.1223, 0.4351], [2.1565, -0.7217, 0.2069], [0.2639, 1.7024, -0.7674], [-3.3033, 0.2077, -0.4879], [-2.3419, 0.3664, 0.9972], [-1.5364, -1.0165, -1.6123], [-1.7521, -1.7926, 0.0309], [0.5757, -1.7293, 1.2792], [2.9464, -1.2200, 0.7771]], "multiplicity": 8, "homo_energy_ev": [-6.9, -7.3], "total_charge": 0, "energy_ha": -1205.29279}